# 1
This record from OMol25 describes a cluster of 2 separate species, C2Cl2F2S in total. The level of theory is ωB97M-V with the def2-TZVPD basis set.

The geometry in XYZ format:
```
7
C2Cl2F2S (ωB97M-V with the def2-TZVPD basis set)
C 0.541 0.725 0.047
C 1.405 -0.263 0.133
F 0.739 1.973 -0.334
F 1.069 -1.479 0.717
S -4.031 -1.047 0.307
Cl 3.105 -0.176 -0.285
Cl -2.828 0.268 -0.585
```

Properties
- maximum force (eV/A) = 2.21
- E (Eh) = -1594.32881
- LUMO energy (alpha / beta) (Ha) = -0.0735 / -0.0961
- gap between HOMO and LUMO (alpha / beta) (eV) = 7.7 / 6.8
- highest occupied orbital energy (alpha / beta) (eV) = -9.73 / -9.39
- ΔE to the lowest compared entry with this formula, charge and spin (eV) = 3.503

Atomic charges from the Löwdin analysis, expressed in e, are listed below:
1. C -0.06
2. C -0.70
3. F 0.07
4. F -0.03
5. S 0.06
6. Cl 0.69
7. Cl -0.03


# 2
This record from OMol25 describes a cluster of 3 separate species, C4H12O3 in total. The level of theory is ωB97M-V with the def2-TZVPD basis set.

The geometry in XYZ format:
```
19
C4H12O3 (ωB97M-V with the def2-TZVPD basis set)
O 0.761 -3.133 -1.194
C 0.605 -2.654 -0.101
C 0.014 -1.303 0.142
C 1.001 -0.163 -0.342
C 0.453 1.164 0.237
H 0.579 -3.415 0.722
H 0.017 -1.083 1.207
H -1.002 -1.183 -0.229
H 1.041 -0.099 -1.419
H 1.967 -0.415 0.087
H 1.142 1.979 0.014
H -0.510 1.424 -0.209
H 0.273 1.075 1.308
H -2.649 0.598 -4.774
H -3.010 1.923 -4.026
O -2.286 1.406 -4.400
H 0.299 0.960 3.636
H 1.082 1.582 4.829
O 0.222 1.336 4.512
```

Properties
- maximum force (eV/A) = 2.90
- E (Eh) = -385.28465
- SMILES = CCCC=O.O.O
- LUMO energy (Ha) = 0.0214
- gap between HOMO and LUMO (eV) = 10.4
- highest occupied orbital energy (eV) = -9.77
- ΔE to the lowest compared entry with this formula, charge and spin (eV) = 1.010

Atomic charges from the Löwdin analysis, expressed in e, are listed below:
1. O 0.05
2. C -0.28
3. C -0.17
4. C -0.22
5. C -0.11
6. H 0.12
7. H 0.09
8. H 0.12
9. H 0.10
10. H 0.10
11. H 0.07
12. H 0.08
13. H 0.05
14. H 0.03
15. H 0.03
16. O -0.06
17. H 0.01
18. H 0.03
19. O -0.04


# 3
This record from OMol25 describes a structure of composition C13H42O12. The level of theory is ωB97M-V with the def2-TZVPD basis set.

The geometry in XYZ format:
```
67
C13H42O12 (ωB97M-V with the def2-TZVPD basis set)
C 0.251 -0.835 -0.056
O 0.018 0.491 -0.432
H -0.556 -1.195 0.582
H 0.369 -1.542 -0.877
H 1.213 -0.971 0.438
H -0.906 0.583 -0.675
C -2.061 1.983 -1.661
O -1.865 0.617 -1.402
H -2.790 2.338 -0.933
H -1.102 2.500 -1.617
H -2.576 2.137 -2.609
H -2.658 0.127 -1.631
C 2.292 -3.112 0.864
O 3.107 -2.442 1.760
H 2.639 -3.266 -0.158
H 2.034 -4.105 1.232
H 1.338 -2.587 0.828
H 2.535 -2.264 2.510
C -1.757 -2.794 2.412
O -1.506 -3.936 3.224
H -2.540 -3.056 1.701
H -2.164 -2.015 3.056
H -0.940 -2.353 1.841
H -2.214 -3.999 3.870
C 2.561 0.141 2.264
O 1.872 0.801 3.302
H 2.969 0.913 1.611
H 3.444 -0.349 2.675
H 1.943 -0.508 1.645
H 1.961 0.303 4.118
C 0.098 0.795 -3.125
O 1.105 0.736 -2.122
H -0.630 -0.016 -3.115
H -0.468 1.710 -2.954
H 0.578 0.802 -4.104
H 0.703 0.738 -1.251
C -1.838 0.933 1.578
O -2.544 2.176 1.769
H -1.721 0.640 0.535
H -0.866 0.899 2.069
H -2.463 0.097 1.893
H -2.753 2.346 2.690
C 1.075 -1.791 -3.924
O 1.165 -1.480 -2.530
H 1.754 -2.607 -4.169
H 0.063 -2.127 -4.150
H 1.372 -0.939 -4.536
H 0.838 -0.585 -2.414
C -1.845 -2.208 -2.223
O -1.978 -2.340 -0.806
H -2.884 -2.178 -2.553
H -1.434 -1.267 -2.591
H -1.281 -3.058 -2.606
H -1.229 -2.820 -0.444
C 0.459 2.904 -0.801
C 0.297 2.986 0.775
C 1.220 2.187 1.656
O 1.505 3.128 2.684
C 1.170 4.387 2.299
O 1.457 5.380 2.936
O 0.449 4.334 1.192
H 1.483 3.096 -1.121
H -0.227 3.592 -1.293
H 0.159 1.942 -1.218
H -0.733 2.683 0.962
H 2.147 2.094 1.090
H 0.884 1.225 2.042
```

Properties
- maximum force (eV/A) = 9.40
- E (Eh) = -1422.84881
- LUMO energy (Ha) = 0.0039
- gap between HOMO and LUMO (eV) = 9.3
- highest occupied orbital energy (eV) = -9.22
- ΔE to the lowest compared entry with this formula, charge and spin (eV) = 10.609

Atomic charges from the Löwdin analysis, expressed in e, are listed below:
1. C -0.08
2. O -0.10
3. H 0.07
4. H 0.08
5. H 0.06
6. H -0.10
7. C -0.08
8. O -0.11
9. H 0.11
10. H 0.02
11. H 0.12
12. H 0.15
13. C -0.16
14. O -0.11
15. H 0.10
16. H 0.09
17. H 0.04
18. H 0.07
19. C -0.15
20. O -0.11
21. H 0.08
22. H 0.08
23. H 0.04
24. H 0.08
25. C -0.14
26. O -0.13
27. H 0.09
28. H 0.10
29. H 0.05
30. H 0.11
31. C -0.11
32. O -0.10
33. H 0.07
34. H 0.08
35. H 0.10
36. H -0.21
37. C -0.12
38. O -0.10
39. H 0.06
40. H 0.09
41. H 0.09
42. H 0.09
43. C -0.13
44. O -0.18
45. H 0.08
46. H 0.07
47. H 0.07
48. H -0.08
49. C -0.13
50. O -0.13
51. H 0.09
52. H 0.03
53. H 0.10
54. H 0.06
55. C 0.01
56. C -0.23
57. C -0.15
58. O 0.08
59. C -0.54
60. O 0.13
61. O 0.12
62. H 0.12
63. H 0.10
64. H 0.01
65. H 0.11
66. H 0.12
67. H 0.08


# 4
This record from OMol25 describes a cluster of 11 separate species, C4H33N2O10 in total. The level of theory is ωB97M-V with the def2-TZVPD basis set.

The geometry in XYZ format:
```
49
C4H33N2O10 (ωB97M-V with the def2-TZVPD basis set)
N 1.969 0.480 0.530
C 1.173 -0.524 -0.241
C -0.164 -0.936 0.401
N -1.389 -0.143 0.140
C -1.861 -0.345 -1.210
C -3.252 0.275 -1.388
H 1.456 1.003 1.230
H 2.277 1.193 -0.155
H 2.809 0.077 0.943
H 1.031 -0.057 -1.197
H 1.712 -1.458 -0.313
H -0.026 -0.899 1.482
H -0.150 -1.979 0.079
H -2.054 -0.449 0.834
H -1.996 -1.375 -1.541
H -1.213 0.055 -1.992
H -3.111 1.352 -1.249
H -3.740 0.123 -2.352
H -3.997 -0.126 -0.697
H 3.739 -0.626 -3.003
H 2.247 -0.435 -3.152
O 2.950 -0.436 -2.486
H -0.177 -1.742 -3.218
H 0.215 -1.766 -4.672
O 0.456 -1.363 -3.826
H -0.297 -4.011 -2.305
H -1.065 -3.280 -1.185
O -1.047 -3.430 -2.133
H -1.997 2.528 1.210
H -1.104 1.565 0.582
O -1.048 2.336 1.273
H -1.737 -1.011 3.054
H -2.322 -2.467 3.015
O -2.251 -1.646 2.520
H -1.345 -4.544 0.396
H -1.811 -3.468 1.342
O -1.064 -3.704 0.780
H -0.780 0.611 4.089
H -0.606 1.143 2.505
O -0.452 0.465 3.198
H 2.407 2.445 2.759
H 2.271 1.228 3.697
O 2.677 1.519 2.875
H 1.037 4.821 0.739
H 0.315 3.575 0.849
O 1.235 3.903 0.848
H 1.914 3.981 -1.061
H 1.774 3.550 -2.576
O 1.636 3.268 -1.658
```

Properties
- maximum force (eV/A) = 2.50
- E (Eh) = -1033.89249
- net charge = +1
- LUMO energy (Ha) = -0.0858
- gap between HOMO and LUMO (eV) = 10.2
- highest occupied orbital energy (eV) = -12.57
- ΔE to the lowest compared entry with this formula, charge and spin (eV) = 1.525

Atomic charges from the Löwdin analysis, expressed in e, are listed below:
1. N 0.21
2. C -0.12
3. C -0.19
4. N -0.06
5. C -0.28
6. C -0.07
7. H 0.10
8. H 0.15
9. H 0.16
10. H 0.10
11. H 0.13
12. H 0.10
13. H 0.08
14. H 0.09
15. H 0.09
16. H 0.11
17. H 0.07
18. H 0.08
19. H 0.08
20. H 0.05
21. H 0.01
22. O -0.06
23. H -0.01
24. H 0.07
25. O -0.05
26. H 0.07
27. H -0.02
28. O -0.05
29. H 0.08
30. H 0.07
31. O -0.11
32. H 0.02
33. H 0.06
34. O -0.06
35. H 0.07
36. H 0.04
37. O -0.05
38. H 0.07
39. H 0.01
40. O -0.07
41. H 0.05
42. H 0.05
43. O -0.05
44. H 0.04
45. H 0.02
46. O -0.06
47. H 0.02
48. H 0.05
49. O -0.08


# 5
This record from OMol25 describes a structure of composition C8H22AsF6O7. The level of theory is ωB97M-V with the def2-TZVPD basis set.

The geometry in XYZ format:
```
44
C8H22AsF6O7 (ωB97M-V with the def2-TZVPD basis set)
As -1.253 -0.138 -1.429
F 0.077 -1.269 -1.935
F -1.225 -1.134 0.114
F -2.817 0.699 -1.063
F -1.043 0.894 -2.933
F -2.408 -1.308 -2.211
F -0.219 1.073 -0.531
C 1.873 -2.878 0.491
O 0.963 -2.325 1.361
H 2.821 -2.395 0.730
H 1.920 -3.950 0.682
H 1.790 -2.572 -0.552
H 0.318 -1.918 0.778
C -1.887 -4.947 -1.887
O -1.322 -4.222 -2.994
H -1.108 -5.290 -1.207
H -2.467 -4.277 -1.252
H -2.557 -5.701 -2.300
H -1.547 -3.295 -2.879
C -5.344 -0.672 0.448
O -6.537 -0.857 1.165
H -5.226 0.327 0.029
H -4.524 -0.696 1.165
H -5.030 -1.431 -0.269
H -6.614 -0.175 1.836
C -0.354 2.770 2.326
O -0.039 3.611 1.192
H 0.376 1.968 2.427
H -0.459 3.527 3.103
H -1.316 2.330 2.061
H -0.026 2.998 0.453
C 3.299 1.782 1.746
C 3.020 1.958 0.224
C 2.936 3.377 -0.315
O 4.131 3.568 -1.053
C 4.848 2.394 -1.124
O 5.922 2.294 -1.756
O 4.218 1.435 -0.473
H 2.493 2.369 2.185
H 4.301 2.057 2.077
H 3.101 0.777 2.116
H 2.058 1.601 -0.144
H 2.816 4.081 0.509
H 2.041 3.560 -0.910
```

Properties
- maximum force (eV/A) = 4.58
- E (Eh) = -3679.52287
- 2S+1 = 2
- LUMO energy (alpha / beta) (Ha) = -0.0323 / -0.2824
- gap between HOMO and LUMO (alpha / beta) (eV) = 9.1 / 2.3
- highest occupied orbital energy (alpha / beta) (eV) = -9.97 / -9.97

Atomic charges from the Löwdin analysis, expressed in e, are listed below:
1. As 1.03
2. F -0.30
3. F -0.31
4. F -0.27
5. F -0.28
6. F -0.29
7. F -0.29
8. C -0.01
9. O 0.21
10. H 0.15
11. H 0.15
12. H 0.11
13. H 0.08
14. C -0.11
15. O -0.07
16. H 0.08
17. H 0.08
18. H 0.09
19. H 0.04
20. C -0.19
21. O -0.11
22. H 0.07
23. H 0.06
24. H 0.08
25. H 0.08
26. C -0.13
27. O -0.14
28. H 0.06
29. H 0.09
30. H 0.08
31. H 0.03
32. C 0.00
33. C -0.25
34. C -0.12
35. O 0.06
36. C -0.51
37. O 0.09
38. O 0.08
39. H 0.06
40. H 0.10
41. H 0.07
42. H 0.12
43. H 0.13
44. H 0.13